1.
ORCA calculation (ωB97M-V with the def2-TZVPD basis set) on a molecular structure, C28H38FN5O7STi.

## Properties
Gap between HOMO and LUMO   7.965 eV
Energy relative to the best compared isomer or geometry (same formula, charge and spin)   0.00 kcal/mol
Charge   +2
Total energy   -3237.43600 a.u.
Lowest unoccupied orbital energy   -5.74 eV

Geometry as XYZ:
```
81
Properties=species:S:1:pos:R:3:mulliken_charge:R:1
Ti -2.33 -0.02 0.67 0.0854
F 3.94 0.39 -1.77 -0.3346
C 3.53 0.47 -0.49 0.4623
C 2.22 0.29 -0.21 -0.8003
C 1.79 0.31 1.13 0.7949
C 0.40 0.11 1.45 2.1221
O -0.40 -0.17 0.48 -0.2428
C 0.02 0.24 2.79 -0.3636
C 1.01 0.43 3.73 -0.6355
N 2.30 0.57 3.46 0.3321
C 3.27 0.73 4.55 -0.3044
C 3.89 2.07 4.78 -0.4029
C 2.89 1.52 5.75 -1.0485
C 2.74 0.53 2.13 -0.0258
C 4.09 0.73 1.82 -1.0254
C 4.50 0.72 0.50 -1.0105
N 5.87 0.94 0.19 0.2906
C 6.26 1.49 -1.10 -0.6375
C 7.55 2.27 -0.94 -0.9444
N 8.62 1.36 -0.35 -0.1687
C 8.17 0.76 0.96 -0.6945
C 6.86 0.03 0.73 -0.6111
C -1.37 0.21 3.36 0.4162
O -1.58 0.29 4.53 -0.5722
O -2.39 0.14 2.45 -0.7157
H 1.51 0.10 -1.00 0.6667
H 0.73 0.47 4.78 0.8163
H 3.88 -0.16 4.69 0.4720
H 3.55 2.88 4.15 0.2369
H 4.94 2.11 5.06 0.3273
H 1.92 2.00 5.78 0.3644
H 3.24 1.15 6.70 0.2622
H 4.80 0.95 2.60 0.8034
H 5.51 2.18 -1.47 0.4844
H 6.39 0.71 -1.86 0.4309
H 7.45 3.10 -0.25 0.3682
H 7.93 2.63 -1.89 0.4299
H 9.49 1.88 -0.23 0.3539
H 8.82 0.61 -1.02 0.3980
H 8.05 1.60 1.64 0.3825
H 8.96 0.11 1.31 0.3913
H 6.53 -0.38 1.68 0.4646
H 7.03 -0.82 0.06 0.2167
O -5.48 1.54 -1.05 -0.4612
C -4.44 1.34 -0.53 0.7684
O -4.03 0.14 0.01 0.0265
C -3.29 2.37 -0.39 0.3354
O -3.39 3.53 -0.59 -0.4902
O -2.15 1.71 0.01 -0.3994
C -8.14 -1.25 -0.26 -1.1638
C -7.50 -2.59 0.06 -0.1837
C -6.98 -3.33 -1.17 -1.2701
C -5.77 -2.70 -1.83 -0.3065
N -4.61 -2.84 -0.91 -0.0195
C -3.37 -2.43 -0.97 0.2634
S -2.41 -2.50 0.50 -0.4613
N -2.76 -1.94 -2.06 0.0671
C -3.22 -1.85 -3.46 -0.5088
C -2.18 -1.06 -4.25 -1.2088
C -2.07 0.41 -3.86 0.4819
C -3.28 1.23 -4.28 -1.3989
H -8.64 -0.83 0.61 0.3852
H -8.88 -1.35 -1.05 0.3424
H -7.40 -0.51 -0.59 0.1884
H -8.23 -3.23 0.56 0.3670
H -6.70 -2.45 0.79 0.2281
H -7.77 -3.38 -1.92 0.4324
H -6.74 -4.37 -0.92 0.4116
H -5.93 -1.64 -2.01 0.2743
H -5.55 -3.21 -2.77 0.4056
H -4.85 -3.19 0.01 0.3424
H -1.76 -1.90 -1.94 0.1964
H -4.18 -1.34 -3.50 0.3795
H -3.34 -2.85 -3.87 0.3101
H -2.45 -1.15 -5.31 0.4027
H -1.21 -1.57 -4.15 0.4304
H -1.17 0.82 -4.32 0.3428
H -1.91 0.49 -2.78 -0.3740
H -3.46 1.14 -5.35 0.3789
H -3.14 2.29 -4.05 0.3752
H -4.20 0.92 -3.77 0.2747
```



2.
ORCA calculation (ωB97M-V with the def2-TZVPD basis set) on a molecular structure, C23H33BBr2CuF3O5.

## Properties
Gap between HOMO and LUMO   1.322 eV
Total energy   -8385.04796 a.u.
Lowest unoccupied orbital energy   -4.77 eV

Geometry as XYZ:
```
68
Properties=species:S:1:pos:R:3:nbo_charge:R:1
C -1.28 1.64 4.27 -0.2549
O -1.67 1.09 3.00 -0.5882
C -0.88 1.67 1.93 -0.0961
C -0.49 0.65 0.78 0.2499
C -0.32 -0.75 1.52 -0.4184
C 0.63 -1.77 0.75 -0.3995
C 1.97 -2.10 1.55 -0.4219
C 3.23 -1.92 0.63 -0.0039
C 3.78 -0.60 0.30 -0.2049
C 4.93 -0.41 -0.59 -0.2030
C 5.62 -1.55 -1.19 -0.2347
C 5.11 -2.88 -0.82 -0.2302
C 3.95 -3.07 0.05 -0.2344
O 0.89 1.00 0.56 -0.7363
B 1.10 1.42 -0.84 0.6567
C 1.64 2.97 -0.88 -0.6926
C 2.59 3.25 -2.13 -0.4120
C 2.84 4.79 -2.29 -0.0562
O 3.33 5.14 -3.62 -0.7508
O -0.17 1.07 -1.48 -0.7349
C -1.28 0.71 -0.63 0.1953
C -1.69 -0.67 -1.33 -0.4315
C -2.89 -1.40 -0.64 -0.0805
O -3.01 -2.79 -1.13 -0.5370
C -3.47 -3.53 -0.01 -0.1534
C -3.85 -5.00 -0.39 0.9756
F -4.69 -5.06 -1.53 -0.4406
F -4.57 -5.58 0.64 -0.3242
F -2.74 -5.77 -0.53 -0.2868
C -2.25 1.96 -0.90 -0.0754
Br -1.72 3.28 -2.26 0.0877
C -3.43 2.17 -0.25 -0.0851
C -3.95 1.23 0.87 -0.6747
Br -4.55 3.73 -0.68 0.0244
H -1.11 2.74 4.23 0.1801
H -2.15 1.48 4.97 0.1825
H -0.42 1.07 4.71 0.1758
H -1.41 2.60 1.57 0.1830
H 0.09 2.02 2.39 0.2076
H -1.28 -1.24 1.83 0.1809
H 0.23 -0.51 2.48 0.2195
H 0.07 -2.74 0.65 0.1776
H 0.92 -1.42 -0.27 0.2445
H 1.96 -3.19 1.81 0.1992
H 2.10 -1.47 2.47 0.2176
H 3.32 0.32 0.72 0.2443
H 5.27 0.62 -0.83 0.2193
H 6.49 -1.44 -1.87 0.2173
H 5.63 -3.76 -1.26 0.2050
H 3.65 -4.13 0.26 0.2031
H 1.94 0.75 -1.40 -0.1178
H 2.30 3.10 0.03 0.1948
H 0.82 3.74 -0.79 0.1930
H 3.61 2.79 -1.93 0.1925
H 2.21 2.76 -3.06 0.2096
H 3.63 5.15 -1.57 0.1564
H 1.88 5.36 -2.12 0.1534
H 2.84 5.91 -3.94 0.4619
H -0.81 -1.32 -1.51 0.2577
H -2.06 -0.35 -2.35 0.2299
H -3.85 -0.89 -0.92 0.1848
H -2.84 -1.44 0.47 0.1781
H -2.69 -3.61 0.80 0.2266
H -4.38 -3.07 0.47 0.1978
H -4.95 0.81 0.55 0.2134
H -4.17 1.88 1.76 0.2419
H -3.22 0.45 1.21 0.2391
Cu -6.35 -5.87 -2.31 0.9022
```



3.
ORCA calculation (ωB97M-V with the def2-TZVPD basis set) on 3 unconnected molecules or ions with the total composition C5H17N2O2.

## Properties
Gap between HOMO and LUMO   8.538 eV
Energy relative to the best compared isomer or geometry (same formula, charge and spin)   29.77 kcal/mol
Charge   +1
Total energy   -460.44469 a.u.
Lowest unoccupied orbital energy   -2.88 eV

Geometry as XYZ:
```
26
Properties=species:S:1:pos:R:3:nbo_charge:R:1
C -0.73 1.24 2.21 -0.6272
C -0.07 1.00 0.86 -0.0256
C -1.12 0.63 -0.19 -0.4798
C -0.63 0.43 -1.62 0.1608
C -1.54 0.07 -2.51 -0.4876
N 0.65 0.83 -2.02 -0.8412
N 0.89 -0.20 0.94 -0.7210
H -1.46 2.04 2.25 0.2594
H -1.12 0.28 2.52 0.2136
H 0.01 1.59 2.91 0.2247
H 0.50 1.88 0.57 0.2140
H -2.02 1.23 -0.24 0.2699
H -1.57 -0.30 0.22 0.2363
H -2.46 -0.40 -2.15 0.1969
H -1.50 -0.21 -3.55 0.2201
H 1.12 1.63 -1.62 0.3772
H 0.76 0.81 -3.03 0.3982
H 1.68 -0.08 1.58 0.4255
H 1.26 -0.64 0.06 0.4933
H 0.32 -0.95 1.36 0.4512
H 3.39 -0.19 -1.35 0.5010
H 3.61 -1.07 -0.15 0.4850
O 2.89 -0.70 -0.70 -0.9605
H -0.85 -3.14 1.94 0.4884
H -1.27 -3.19 0.57 0.4984
O -0.75 -2.60 1.13 -0.9709
```



4.
ORCA calculation (ωB97M-V with the def2-TZVPD basis set) on C6H12O in the gas phase.

## Properties
Gap between HOMO and LUMO   9.254 eV
Energy relative to the best compared isomer or geometry (same formula, charge and spin)   71.88 kcal/mol
Total energy   -310.94473 a.u.
Lowest unoccupied orbital energy   1.08 eV

Geometry as XYZ:
```
19
Properties=species:S:1:pos:R:3:nbo_charge:R:1
C 0.33 1.07 2.71 -0.6492
C -0.36 0.00 1.89 -0.0587
O 0.40 -0.44 0.74 -0.5201
C 0.96 0.52 0.03 0.2618
C 1.23 -0.06 -1.33 -0.5494
C -0.21 0.14 -1.89 -0.3891
C -1.02 -1.16 -1.88 -0.6112
H 0.51 1.96 2.10 0.2433
H 1.30 0.70 3.07 0.2141
H -0.29 1.32 3.57 0.2151
H -1.32 0.37 1.49 0.1801
H -0.55 -0.91 2.46 0.1875
H -0.71 0.88 -1.24 0.2086
H 1.51 -1.12 -1.34 0.2077
H 1.96 0.53 -1.88 0.2164
H -0.19 0.60 -2.88 0.2157
H -2.08 -0.96 -2.12 0.2073
H -0.63 -1.88 -2.61 0.2047
H -0.98 -1.62 -0.89 0.2153
```



5.
ORCA calculation (ωB97M-V with the def2-TZVPD basis set) on C4H8O2 in the gas phase.

## Properties
Gap between HOMO and LUMO   11.719 eV
Energy relative to the best compared isomer or geometry (same formula, charge and spin)   14.13 kcal/mol
Total energy   -307.68992 a.u.
Lowest unoccupied orbital energy   0.99 eV

Geometry as XYZ:
```
14
Properties=species:S:1:pos:R:3:nbo_charge:R:1
C 0.08 1.46 -0.46 -0.6237
C 0.93 0.65 0.52 -0.4206
C 0.34 -0.71 0.85 -0.0859
O 0.11 -1.47 -0.36 -0.5088
C -1.15 -1.53 -0.80 0.6511
O -2.12 -1.06 -0.28 -0.5927
H 0.26 2.53 -0.36 0.2149
H 0.30 1.18 -1.49 0.2079
H -0.99 1.28 -0.29 0.2221
H 1.03 1.19 1.47 0.2099
H 1.94 0.52 0.12 0.2042
H 1.03 -1.32 1.44 0.1933
H -0.61 -0.61 1.38 0.2057
H -1.16 -2.10 -1.74 0.1225
```



6.
ORCA calculation (ωB97M-V with the def2-TZVPD basis set) on 2 unconnected molecules or ions with the total composition C17H21F3N3.

## Properties
Gap between HOMO and LUMO   7.229 eV
Charge   +1
Total energy   -1124.00483 a.u.
Lowest unoccupied orbital energy   -3.87 eV

Geometry as XYZ:
```
44
Properties=species:S:1:pos:R:3:nbo_charge:R:1
C -2.29 0.63 -2.24 -0.4179
N -0.86 0.98 -2.18 -0.3402
C -0.46 2.01 -3.17 -0.4165
C 0.01 0.13 -1.67 0.3308
C 1.45 0.32 -1.85 -0.1738
C 2.08 1.57 -1.64 -0.1535
C 3.43 1.75 -1.94 -0.1739
C 4.18 0.69 -2.46 -0.1057
C 5.64 0.87 -2.74 0.9720
F 6.34 -0.31 -2.64 -0.3163
F 5.89 1.35 -4.00 -0.3165
F 6.24 1.74 -1.87 -0.3160
C 3.58 -0.54 -2.72 -0.1813
C 2.24 -0.74 -2.40 -0.1027
H -2.80 1.47 -2.72 0.2240
H -2.43 -0.26 -2.87 0.2200
H -2.73 0.45 -1.25 0.2409
H -1.37 2.26 -3.70 0.2265
H -0.06 2.92 -2.70 0.2257
H 0.28 1.60 -3.88 0.2303
H -0.34 -0.89 -1.47 0.2391
H 1.50 2.42 -1.29 0.2226
H 3.90 2.72 -1.79 0.2508
H 4.15 -1.34 -3.17 0.2528
H 1.75 -1.68 -2.66 0.2229
C -3.22 -2.53 4.44 -0.4100
N -2.50 -1.29 4.16 -0.3874
C -2.64 -0.35 5.26 -0.4117
C -1.89 -1.01 2.97 0.2555
C -1.55 0.33 2.60 -0.3120
C -1.01 0.56 1.33 0.0612
N -0.77 -0.40 0.43 -0.5190
C -1.00 -1.67 0.81 0.0485
C -1.56 -2.04 2.04 -0.3058
H -3.32 -3.17 3.56 0.2156
H -2.71 -3.09 5.25 0.2081
H -4.22 -2.29 4.83 0.2111
H -1.91 0.46 5.21 0.2156
H -3.67 0.07 5.29 0.2034
H -2.51 -0.90 6.21 0.2170
H -1.71 1.19 3.26 0.2351
H -0.75 1.58 1.01 0.1973
H -0.72 -2.45 0.09 0.1963
H -1.68 -3.10 2.26 0.2371
```



Question: Which of these has the highest gap between HOMO and LUMO?
Answer: C4H8O2



Question: What is the lowest unoccupied orbital energy in the sixth record?
Answer: -3.87 eV



Question: Look up the lowest unoccupied orbital energy of the third one.
Answer: -2.88 eV